{
  "formula": "C4H15Br2MnNO3",
  "method": "ωB97M-V/def2-TZVPD",
  "charge": 0,
  "spin_multiplicity": 6,
  "relative_energy_ev": 0.0000,
  "largest_force_ev_per_a": 1.30,
  "gap_ha": [0.2770, 0.2958],
  "elements": ["Mn", "Br", "Br", "C", "C", "C", "O", "C", "N", "H", "H", "H", "H", "H", "H", "H", "H", "H", "H", "H", "O", "H", "H", "O", "H", "H"],
  "xyz": [[0.54641, -1.10495, -0.98531], [2.82739, -2.31455, -1.64889], [-0.99837, -3.01337, -0.72939], [-1.90738, 2.05527, 1.01463], [-0.78811, 1.19341, 0.47390], [-0.28553, 0.27719, 1.58115], [0.67583, -0.64845, 1.09555], [1.12544, -1.57547, 2.07639], [-1.15752, 0.42803, -0.73195], [-1.54944, 2.83295, 1.69348], [-2.63341, 1.46515, 1.58333], [-2.46075, 2.54846, 0.21423], [0.03354, 1.83531, 0.14695], [-1.12217, -0.28198, 2.01679], [0.18055, 0.91272, 2.34127], [1.82732, -2.22490, 1.56015], [0.28354, -2.17991, 2.42224], [1.60258, -1.04462, 2.90039], [-1.91312, -0.23757, -0.55487], [-1.56439, 1.05623, -1.41797], [2.00333, 0.63570, -1.26645], [2.10480, 1.44823, -1.76650], [2.74358, 0.04526, -1.52069], [0.14533, -0.88622, -3.16365], [0.41032, -1.24243, -4.01473], [-0.12977, 0.02050, -3.32007]]
}